[1]
The following is a DFT calculation (the ωB97M-V functional and the def2-TZVPD basis) of C23H21IN4O4PtS as an isolated structure at a distorted geometry.

The net charge is +2. The multiplicity is 1. For the HOMO-LUMO gap (spin up / spin down), the calculation gives 2.6 / 2.6 eV.

Geometry (Å):
Pt (0.18026, -0.17704, 0.12733)
C (6.66971, -2.40266, 3.23602)
C (5.19091, -2.37493, 3.13923)
C (4.47900, -1.19792, 3.39510)
C (3.10578, -1.15752, 3.25216)
C (2.44107, -2.30760, 2.86480)
C (3.11485, -3.49456, 2.63014)
C (4.48564, -3.52775, 2.77505)
S (0.73367, -2.20886, 2.43089)
O (0.22715, -0.86926, 2.67275)
O (-0.05419, -3.32792, 2.80990)
N (0.92952, -2.16119, 0.76585)
C (0.27147, -2.91425, -0.13274)
C (0.00888, -4.29185, -0.03448)
C (-0.61495, -4.90775, -1.10141)
C (-1.00017, -4.15686, -2.20770)
C (-0.78473, -2.77882, -2.19595)
N (-0.13912, -2.20036, -1.20471)
H (7.08711, -1.40100, 3.20197)
H (7.09764, -3.00731, 2.43942)
H (6.98071, -2.86249, 4.17649)
H (5.01388, -0.31081, 3.69606)
H (2.53474, -0.26206, 3.44164)
H (2.56294, -4.37295, 2.34273)
H (5.02342, -4.44543, 2.59725)
H (0.26355, -4.81857, 0.87068)
H (-0.81205, -5.96912, -1.07212)
H (-1.46532, -4.62244, -3.06223)
H (-1.13473, -2.14562, -3.00149)
I (-0.62761, 3.33145, 6.56390)
C (-1.31240, 2.41366, 4.78084)
C (-0.45121, 2.30591, 3.69269)
C (-0.87947, 1.65897, 2.54807)
C (-2.14519, 1.09174, 2.52265)
C (-3.02154, 1.23520, 3.58985)
C (-2.60696, 1.91365, 4.72055)
C (-2.63808, 0.21695, 1.32879)
O (-3.74039, -0.25179, 1.43140)
O (-1.82741, 0.11636, 0.36714)
H (0.54383, 2.71692, 3.74550)
H (-0.20331, 1.59243, 1.68792)
H (-4.01207, 0.80583, 3.54227)
H (-3.28772, 2.03307, 5.54753)
C (4.28966, -0.46576, -3.43242)
N (3.63413, -0.22381, -2.17166)
C (4.21792, -0.24597, -0.94054)
C (3.23559, 0.01838, -0.03123)
N (2.05943, 0.19827, -0.70227)
C (2.33936, 0.04947, -1.99485)
H (5.35008, -0.64439, -3.26304)
H (4.17711, 0.39403, -4.09486)
H (3.85522, -1.34116, -3.91714)
H (5.26609, -0.42298, -0.79839)
H (3.29298, 0.08540, 1.03794)
H (1.63095, 0.14940, -2.79637)

Results of the natural (NBO) charge analysis, in e, for atoms 1 through 2: 1.358, -0.651

[2]
The following is a DFT calculation (the ωB97M-V functional and the def2-TZVPD basis) of a 2-piece molecular cluster, C23H21N3O5S2 overall at a distorted geometry.

The energy above the lowest of the compared OMol25 structures with the same formula, charge and spin comes out at 562.0 kcal/mol. The multiplicity is 1. For the HOMO-LUMO gap, the calculation gives 6.6 eV.

Geometry (Å):
C (-7.17358, 1.68672, 0.27529)
C (-6.79017, 0.23058, 0.58227)
H (-7.59274, -0.04415, 1.19285)
H (-6.82028, -0.43557, -0.32693)
O (-5.76032, -0.06585, 1.23531)
C (-4.60966, 0.12015, 0.87946)
C (-4.37671, 0.16014, -0.36996)
C (-3.00167, 0.37586, -1.10537)
C (-1.98233, 0.35832, -0.17445)
C (-2.14420, 0.22011, 1.27639)
C (-3.54373, 0.39900, 1.74694)
H (-3.80906, 0.23671, 2.67971)
H (-1.34334, 0.06910, 1.87406)
N (-0.57071, 0.50581, -0.52903)
C (-0.12374, -0.48368, -1.60025)
N (0.93924, -0.38399, -1.97590)
C (1.82858, 0.53222, -1.73317)
C (1.43015, 1.51606, -0.70822)
C (0.29839, 1.62144, -0.18015)
O (-0.26408, 2.33870, 0.82002)
S (2.62962, 2.76645, -0.54583)
C (3.72837, 2.09638, -1.50486)
H (4.64075, 1.66051, -1.02204)
C (3.02447, 1.01376, -2.31269)
H (2.86548, 1.50917, -3.73179)
H (3.74382, 0.06504, -2.60153)
H (4.27186, 2.61834, -2.26831)
S (-0.98046, -1.80166, -1.84277)
C (-1.10668, -2.73220, -0.01479)
C (0.21567, -2.27834, 0.75111)
O (0.06162, -1.65330, 1.73342)
N (1.32758, -2.43458, -0.09992)
C (2.61911, -1.75420, 0.32135)
C (3.60723, -2.14826, -0.61474)
C (4.83172, -1.46325, -0.44147)
C (5.05330, -0.33786, 0.65549)
C (3.99763, -0.31564, 1.35143)
C (2.74926, -0.91679, 1.66171)
H (1.93885, -0.71408, 2.11462)
O (4.26297, 0.68812, 2.57446)
C (5.77840, 0.84706, 2.29915)
O (5.95703, 0.28851, 1.22073)
H (6.27776, 0.63602, 3.00118)
H (5.69273, 1.86622, 1.96742)
H (5.56523, -1.51072, -1.21055)
H (3.62892, -2.74835, -1.44189)
H (1.39711, -2.96170, -0.84074)
H (-1.80628, -2.55326, 0.43584)
H (-0.99138, -3.68228, -0.38707)
H (-2.91029, 0.49373, -1.99228)
H (-5.05370, 0.35114, -1.31482)
H (-6.39029, 2.13352, -0.46379)
H (-7.96115, 1.79985, -0.47707)
H (-7.25631, 2.21495, 1.18218)

Results of the natural (NBO) charge analysis, in e, for atoms 1 through 2: -0.655, -0.046

[3]
The following is a DFT calculation (the ωB97M-V functional and the def2-TZVPD basis) of C23H21N3PPdSSe as an isolated structure at a distorted geometry.

The net charge is +1. The energy above the lowest of the compared OMol25 structures with the same formula, charge and spin comes out at 27.4 kcal/mol. The multiplicity is 1. For the HOMO-LUMO gap (spin up / spin down), the calculation gives 6.8 / 6.8 eV.

Geometry (Å):
Pd (0.85245, -1.12500, -0.47869)
S (5.13795, -1.48070, 1.05301)
C (5.27575, -1.49550, -0.65099)
C (4.07245, -1.41960, -1.29399)
C (2.98065, -1.39110, -0.40179)
C (3.39605, -1.39930, 0.91621)
C (2.51235, -1.47260, 2.04421)
C (2.93705, -1.47500, 3.38021)
C (2.01415, -1.66680, 4.38301)
C (0.68145, -1.88520, 4.04661)
C (0.32015, -1.82320, 2.71451)
N (1.20265, -1.59230, 1.75251)
H (6.24955, -1.58440, -1.09219)
H (3.98955, -1.41450, -2.36909)
H (3.98185, -1.32210, 3.59821)
H (2.31995, -1.65570, 5.41751)
H (-0.06055, -2.08670, 4.80041)
H (-0.70845, -1.96950, 2.40861)
C (1.42095, 2.70440, -0.36589)
P (1.04995, 1.12110, -1.21179)
C (2.04895, 1.27530, -2.74179)
C (-0.64665, 1.26090, -1.84909)
C (-1.56755, 2.20000, -1.39789)
C (-2.87345, 2.16920, -1.85809)
C (-3.26935, 1.20640, -2.77109)
C (-2.35845, 0.25910, -3.22089)
C (-1.05665, 0.27720, -2.75549)
H (0.82365, 2.81500, 0.53581)
H (1.21385, 3.52240, -1.05429)
H (2.47415, 2.71260, -0.08639)
H (1.72975, 2.15520, -3.30029)
H (1.92675, 0.39060, -3.36659)
H (3.10195, 1.36610, -2.47869)
H (-1.26055, 2.96330, -0.69809)
H (-3.58245, 2.89720, -1.49769)
H (-4.28375, 1.19120, -3.14019)
H (-2.66755, -0.49430, -3.93439)
H (-0.34595, -0.47700, -3.09329)
Se (-2.48335, -2.69270, -1.39969)
N (-1.39205, -1.65680, -0.44139)
C (-2.14155, -0.80640, 0.27991)
C (-1.65855, 0.18140, 1.15931)
C (-2.56295, 0.92920, 1.86341)
C (-3.95115, 0.75130, 1.70151)
C (-4.45445, -0.16490, 0.82161)
C (-3.55595, -0.96810, 0.09401)
N (-3.90125, -1.91180, -0.77689)
H (-0.58425, 0.34510, 1.25331)
H (-2.21115, 1.68010, 2.55451)
H (-4.62355, 1.36490, 2.27831)
H (-5.51215, -0.30820, 0.67001)

Results of the natural (NBO) charge analysis, in e, for atoms 1 through 2: 0.630, 0.474

[4]
The following is a DFT calculation (the ωB97M-V functional and the def2-TZVPD basis) of C23H22BaBr3N3O3S3 as an isolated structure at a distorted geometry.

The energy above the lowest of the compared OMol25 structures with the same formula, charge and spin comes out at 49.7 kcal/mol. The multiplicity is 1. For the HOMO-LUMO gap, the calculation gives 7.1 eV.

Geometry (Å):
Ba (-0.12335, 0.78872, -0.83505)
Br (0.10632, -2.92310, -1.91114)
C (0.63294, -3.06723, -0.06858)
Br (2.52813, -2.93991, 0.12908)
H (0.30235, -4.02590, 0.32303)
H (0.19273, -2.21514, 0.44440)
C (1.41242, 4.65044, -3.23342)
C (0.71328, 3.65925, -2.35328)
N (0.89944, 2.39044, -2.47088)
O (1.74700, 1.99272, -3.51173)
C (-0.17082, 4.15415, -1.33498)
C (-0.48697, 5.62575, -1.28500)
N (-0.71097, 3.34438, -0.46512)
O (-1.48573, 3.74559, 0.43545)
H (2.16690, 4.14128, -3.82554)
H (1.88874, 5.41315, -2.62395)
H (0.71581, 5.13667, -3.91054)
H (2.13905, 1.16725, -3.17466)
H (0.38712, 6.21553, -1.00974)
H (-1.25866, 5.77130, -0.53074)
H (-0.85154, 5.97137, -2.25066)
O (-0.74992, -0.43329, 0.71054)
C (-1.54940, -1.07921, 1.61437)
C (-2.37035, -2.11527, 0.86449)
C (-3.21548, -1.81462, -0.15998)
C (-3.84624, -2.95138, -0.71292)
C (-3.46270, -4.10435, -0.11125)
S (-2.32000, -3.82293, 1.14700)
C (-0.70925, -1.70007, 2.70575)
C (-0.99429, -2.61269, 3.67571)
C (0.12177, -2.90064, 4.49384)
C (1.22534, -2.19655, 4.13973)
S (0.92766, -1.15833, 2.80070)
C (-2.55865, -0.16964, 2.29378)
C (-2.75628, 1.16319, 2.14040)
C (-3.81137, 1.65747, 2.94262)
C (-4.39853, 0.69643, 3.69440)
S (-3.68360, -0.84687, 3.43157)
H (-3.38508, -0.79848, -0.49007)
H (-4.56310, -2.89419, -1.51219)
H (-3.77639, -5.10923, -0.31113)
H (-1.96264, -3.05410, 3.81901)
H (0.09927, -3.61751, 5.29626)
H (2.20530, -2.22024, 4.57153)
H (-2.16674, 1.79745, 1.49914)
H (-4.10491, 2.69061, 2.94340)
H (-5.21023, 0.78194, 4.38919)
Br (4.07004, -3.48265, -4.00936)
C (4.08444, -2.00756, -2.82821)
C (5.14803, -1.78394, -1.96520)
C (5.08836, -0.67648, -1.13463)
C (3.97910, 0.15099, -1.19472)
N (2.96431, -0.07913, -2.01981)
C (3.01145, -1.12831, -2.82601)
H (5.98609, -2.46156, -1.93778)
H (5.88383, -0.47372, -0.43865)
H (3.88701, 1.02921, -0.56612)
H (2.16896, -1.27102, -3.49234)

Results of the Löwdin charge analysis, in e, for atoms 1 through 2: 1.970, 0.656